1.
{
  "formula": "C2H6OS",
  "method": "the ωB97M-V functional and the def2-TZVPD basis",
  "smiles": "OCCS",
  "charge": 0,
  "relative_energy_ev": 0.063,
  "energy_ha": -553.20111,
  "gap_ev": 10.2003,
  "species": ["S", "O", "C", "C", "H", "H", "H", "H", "H", "H"],
  "xyz": [[-0.950, 1.301, -0.994], [0.724, -1.326, -0.656], [0.583, -0.484, 0.462], [-0.758, 0.222, 0.503], [0.344, 1.349, -1.479], [0.566, -0.780, -1.469], [-1.603, -0.431, 0.481], [1.281, 0.349, 0.330], [-0.881, 0.821, 1.431], [0.694, -1.020, 1.391]],
  "nbo_charge": [-0.08, -0.71, -0.07, -0.51, 0.12, 0.47, 0.22, 0.16, 0.22, 0.19]
}



2.
{
  "formula": "C2H6OS",
  "method": "the ωB97M-V functional and the def2-TZVPD basis",
  "charge": 0,
  "relative_energy_ev": 3.842,
  "energy_ha": -553.06221,
  "gap_ev": 8.9630,
  "species": ["S", "O", "C", "C", "H", "H", "H", "H", "H", "H"],
  "xyz": [[0.745, 0.062, -0.775], [2.328, 0.010, 0.574], [-0.050, -1.409, -0.045], [-0.334, 1.412, -0.054], [0.003, 2.431, 0.146], [-0.865, 1.023, 0.838], [-1.036, -1.051, 0.138], [-1.146, 1.602, -0.830], [-0.025, -2.258, -0.849], [0.381, -1.822, 0.857]],
  "nbo_charge": [0.77, -0.72, -0.74, -0.75, 0.26, 0.23, 0.22, 0.22, 0.24, 0.27]
}



3.
{
  "formula": "C2H6OS",
  "method": "the ωB97M-V functional and the def2-TZVPD basis",
  "s2": 0.7545,
  "charge": 1,
  "multiplicity": 2,
  "relative_energy_ev": 2.509,
  "energy_ha": -552.77210,
  "gap_ev": [7.8825, 4.1912],
  "species": ["S", "O", "C", "C", "H", "H", "H", "H", "H", "H"],
  "xyz": [[1.046, -0.846, -0.856], [-1.921, 1.908, 2.387], [0.590, -1.179, -2.579], [-0.905, 1.329, 2.239], [-0.070, 1.070, 1.360], [-0.486, -1.190, -2.800], [0.918, -2.195, -2.681], [1.030, -0.414, -3.221], [-0.460, 0.800, 3.147], [0.350, -0.807, 0.420]],
  "nbo_charge": [0.54, -0.40, -0.74, 0.31, 0.05, 0.29, 0.30, 0.31, 0.12, 0.24]
}



4.
{
  "formula": "C2H6OS2",
  "method": "the ωB97M-V functional and the def2-TZVPD basis",
  "smiles": "CC=O.SS",
  "charge": 0,
  "relative_energy_ev": 1.067,
  "energy_ha": -951.35283,
  "gap_ev": 8.3313,
  "species": ["S", "S", "O", "C", "C", "H", "H", "H", "H", "H", "H"],
  "xyz": [[-2.043, -0.032, 0.406], [-0.831, 0.293, -1.350], [1.886, -1.151, -0.123], [2.051, -0.605, 0.938], [2.196, 0.880, 1.077], [1.232, 1.261, 1.468], [2.152, -1.193, 1.866], [-2.870, 0.909, -0.117], [0.492, 0.163, -1.496], [3.060, 1.264, 1.630], [2.254, 1.307, 0.077]],
  "nbo_charge": [-0.11, -0.23, -0.53, 0.45, -0.74, 0.25, 0.11, 0.15, 0.19, 0.24, 0.23]
}



5.
{
  "formula": "C2H6OS2",
  "method": "the ωB97M-V functional and the def2-TZVPD basis",
  "smiles": "CC=O.SS",
  "charge": 0,
  "relative_energy_ev": 0.101,
  "energy_ha": -951.38833,
  "gap_ev": 9.2307,
  "species": ["S", "S", "O", "C", "C", "H", "H", "H", "H", "H", "H"],
  "xyz": [[0.673, -2.077, -0.607], [-1.186, -2.037, -1.506], [1.118, 1.461, -0.780], [0.284, 1.755, 0.038], [-0.040, 0.909, 1.231], [-0.988, 0.408, 1.026], [-0.305, 2.686, -0.071], [1.332, -1.468, -1.602], [-0.163, 1.516, 2.128], [0.735, 0.170, 1.401], [-1.461, -3.324, -1.257]],
  "nbo_charge": [-0.14, -0.14, -0.53, 0.45, -0.73, 0.24, 0.10, 0.15, 0.22, 0.24, 0.13]
}



6.
{
  "formula": "C2H6OS2",
  "method": "the ωB97M-V functional and the def2-TZVPD basis",
  "smiles": "CC=O.SS",
  "charge": 0,
  "relative_energy_ev": 0.273,
  "energy_ha": -951.38203,
  "gap_ev": 9.7857,
  "species": ["S", "S", "O", "C", "C", "H", "H", "H", "H", "H", "H"],
  "xyz": [[-0.383, -0.023, -2.263], [0.906, 0.944, -0.989], [0.681, -0.978, 1.639], [-1.202, 0.111, 2.626], [-0.291, -1.005, 2.351], [-0.679, 1.040, 2.876], [1.484, 0.041, -0.192], [-0.523, -1.966, 2.846], [-1.656, 0.520, 1.707], [-2.025, -0.166, 3.274], [-1.469, 0.136, -1.518]],
  "nbo_charge": [-0.11, -0.16, -0.54, -0.75, 0.44, 0.26, 0.16, 0.11, 0.26, 0.23, 0.11]
}



7.
{
  "formula": "C2H6OSSi",
  "method": "the ωB97M-V functional and the def2-TZVPD basis",
  "smiles": "C[Si]1(C)OS1",
  "charge": 0,
  "relative_energy_ev": 0.650,
  "energy_ha": -842.70650,
  "gap_ev": 8.9227,
  "species": ["S", "Si", "O", "C", "C", "H", "H", "H", "H", "H", "H"],
  "xyz": [[2.621, 0.049, -0.539], [0.549, -0.006, 0.088], [1.862, -0.069, 1.051], [-0.509, -1.560, 0.030], [-0.438, 1.535, -0.040], [0.104, 2.369, -0.192], [-0.991, -1.722, -1.057], [0.078, -2.475, -0.067], [-1.252, -1.536, 0.722], [-0.927, 1.617, 0.868], [-1.097, 1.798, -0.864]],
  "nbo_charge": [0.00, 1.77, -1.00, -1.14, -1.17, 0.26, 0.25, 0.27, 0.24, 0.24, 0.27]
}



8.
{
  "formula": "C2H6OSSi",
  "method": "the ωB97M-V functional and the def2-TZVPD basis",
  "charge": 0,
  "relative_energy_ev": 5.043,
  "energy_ha": -842.54505,
  "gap_ev": [6.6861, 7.4371],
  "species": ["S", "Si", "O", "C", "C", "H", "H", "H", "H", "H", "H"],
  "xyz": [[0.308, 1.652, 0.929], [1.822, 0.471, 0.170], [0.378, 2.908, 0.070], [-1.581, -0.414, 0.021], [-0.917, -1.384, -0.717], [2.888, 1.232, -0.530], [-1.929, 0.426, -0.360], [-0.846, -1.610, -1.672], [-1.947, -0.618, 1.069], [2.485, -0.320, 1.213], [-0.661, -2.343, -0.193]],
  "nbo_charge": [0.56, 0.57, -0.83, -0.36, -0.40, -0.14, 0.18, 0.19, 0.20, -0.16, 0.18]
}



9.
{
  "formula": "C2H6OSc",
  "method": "the ωB97M-V functional and the def2-TZVPD basis",
  "charge": 1,
  "energy_ha": -915.33035,
  "gap_ev": [6.6677, 6.2498],
  "species": ["Sc", "O", "C", "C", "H", "H", "H", "H", "H", "H"],
  "xyz": [[1.684, 1.758, 0.106], [-0.089, 0.505, 0.191], [0.914, -0.526, 0.020], [-1.443, 0.181, 0.010], [-1.973, 1.142, -0.024], [0.833, -1.205, 0.886], [2.701, 0.031, -0.190], [-1.755, -0.451, 0.857], [-1.609, -0.363, -0.934], [0.738, -1.072, -0.922]],
  "nbo_charge": [1.37, -0.64, -0.31, -0.25, 0.21, 0.21, -0.19, 0.20, 0.20, 0.20]
}



10.
{
  "formula": "C2H6OSi",
  "method": "the ωB97M-V functional and the def2-TZVPD basis",
  "charge": 0,
  "relative_energy_ev": 3.849,
  "energy_ha": -444.40962,
  "gap_ev": [6.9870, 8.2041],
  "species": ["Si", "O", "C", "C", "H", "H", "H", "H", "H", "H"],
  "xyz": [[0.227, -0.902, 0.404], [-1.267, -0.334, -0.058], [1.630, 0.258, -0.129], [-2.516, 0.077, -0.276], [2.485, -0.277, -0.638], [-2.906, 1.053, -0.481], [0.047, -2.129, -0.410], [2.185, 0.842, 0.635], [-3.254, -0.620, -0.591], [0.976, 0.852, -0.903]],
  "nbo_charge": [1.20, -0.85, -1.15, -0.02, 0.25, 0.15, -0.22, 0.25, 0.13, 0.25]
}



11.
{
  "formula": "C2H6S",
  "method": "the ωB97M-V functional and the def2-TZVPD basis",
  "s2": 0.7561,
  "charge": -1,
  "multiplicity": 2,
  "relative_energy_ev": 1.199,
  "energy_ha": -477.89374,
  "gap_ev": [5.6044, 6.7935],
  "species": ["S", "C", "C", "H", "H", "H", "H", "H", "H"],
  "xyz": [[1.855, 0.000, 1.301], [-1.146, 0.470, 0.081], [1.173, -0.561, -0.209], [-1.157, 0.494, 1.232], [1.290, -1.614, -0.437], [-2.154, 0.180, -0.430], [-0.909, 1.521, -0.265], [-0.400, -0.458, 0.003], [1.447, -0.031, -1.276]],
  "nbo_charge": [-0.53, -0.89, -0.72, 0.22, 0.15, 0.16, 0.20, 0.27, 0.13]
}



12.
{
  "formula": "C2H6S",
  "method": "the ωB97M-V functional and the def2-TZVPD basis",
  "smiles": "CCS",
  "charge": 0,
  "relative_energy_ev": 0.612,
  "energy_ha": -477.95365,
  "gap_ev": 10.0055,
  "species": ["S", "C", "C", "H", "H", "H", "H", "H", "H"],
  "xyz": [[0.956, -0.206, 0.577], [-1.539, -0.153, -0.518], [-0.230, 0.607, -0.518], [1.941, -0.150, -0.357], [-2.499, 0.335, -0.278], [-1.556, -0.941, -1.279], [0.173, 0.746, -1.517], [-0.468, 1.605, -0.131], [-1.712, -0.844, 0.337]],
  "nbo_charge": [-0.04, -0.66, -0.53, 0.12, 0.23, 0.22, 0.22, 0.21, 0.22]
}



13.
{
  "formula": "C2H6S2",
  "method": "the ωB97M-V functional and the def2-TZVPD basis",
  "smiles": "C=C.SS",
  "charge": 0,
  "relative_energy_ev": 1.508,
  "energy_ha": -876.11508,
  "gap_ev": 9.8655,
  "species": ["S", "S", "C", "C", "H", "H", "H", "H", "H", "H"],
  "xyz": [[-1.315, -0.601, 0.660], [-0.105, -1.646, -0.508], [2.126, 2.032, -0.333], [1.050, 2.576, 0.191], [0.726, 2.677, 1.222], [0.230, 2.866, -0.461], [-0.955, 0.715, 0.550], [-0.570, -1.628, -1.786], [2.239, 1.980, -1.413], [3.103, 1.877, 0.109]],
  "nbo_charge": [-0.12, -0.12, -0.37, -0.40, 0.20, 0.19, 0.12, 0.12, 0.19, 0.20]
}



14.
{
  "formula": "C2H6S2",
  "method": "the ωB97M-V functional and the def2-TZVPD basis",
  "smiles": "C=C.SS",
  "charge": 0,
  "relative_energy_ev": 1.139,
  "energy_ha": -876.12864,
  "gap_ev": 9.9783,
  "species": ["S", "S", "C", "C", "H", "H", "H", "H", "H", "H"],
  "xyz": [[0.474, 1.460, -1.487], [-0.810, 1.393, 0.142], [0.737, -3.008, 0.968], [-0.004, -3.108, 2.054], [-1.938, 1.718, -0.494], [-0.326, -2.200, 2.558], [1.000, -2.052, 0.528], [0.237, 0.223, -1.912], [-0.202, -4.046, 2.551], [1.128, -3.856, 0.418]],
  "nbo_charge": [-0.12, -0.13, -0.38, -0.39, 0.12, 0.19, 0.19, 0.12, 0.19, 0.19]
}



15.
{
  "formula": "C2H6S2",
  "method": "the ωB97M-V functional and the def2-TZVPD basis",
  "smiles": "CCSS",
  "charge": 0,
  "relative_energy_ev": 0.961,
  "energy_ha": -876.13516,
  "gap_ev": 8.0077,
  "species": ["S", "S", "C", "C", "H", "H", "H", "H", "H", "H"],
  "xyz": [[-1.945, 0.040, -0.251], [0.128, -0.553, 0.720], [2.496, 0.673, -0.260], [0.994, 0.400, -0.532], [-2.053, -1.246, 0.034], [3.020, -0.242, 0.025], [0.508, 1.363, -0.666], [0.953, -0.092, -1.510], [2.903, 1.179, -1.130], [2.509, 1.333, 0.612]],
  "nbo_charge": [-0.16, 0.12, -0.61, -0.54, 0.14, 0.21, 0.21, 0.21, 0.22, 0.21]
}



16.
{
  "formula": "C2H6S2Si",
  "method": "the ωB97M-V functional and the def2-TZVPD basis",
  "charge": 0,
  "energy_ha": -1165.50778,
  "gap_ev": [7.6133, 7.6125],
  "species": ["S", "S", "Si", "C", "C", "H", "H", "H", "H", "H", "H"],
  "xyz": [[-2.553, -1.632, 0.403], [-1.799, 1.315, -0.277], [1.658, 0.083, -0.509], [0.550, -0.504, 0.892], [-1.702, -0.298, 0.232], [1.844, 1.534, -0.659], [-3.210, 1.231, -0.653], [0.759, -1.537, 1.205], [0.249, 0.254, 1.551], [3.142, 0.007, -0.458], [1.061, -0.453, -1.727]],
  "nbo_charge": [0.12, 0.16, 0.81, -0.81, -0.39, -0.17, 0.15, 0.23, 0.21, -0.15, -0.16]
}



17.
{
  "formula": "C2H6S3",
  "method": "the ωB97M-V functional and the def2-TZVPD basis",
  "charge": 0,
  "relative_energy_ev": 3.884,
  "energy_ha": -1274.19361,
  "gap_ev": [8.7748, 7.0750],
  "species": ["S", "S", "S", "C", "C", "H", "H", "H", "H", "H", "H"],
  "xyz": [[-0.122, 1.641, 0.332], [-2.363, -0.159, -0.669], [0.088, -1.392, -0.109], [-0.665, 0.124, -0.403], [1.648, -0.828, 0.547], [1.594, -0.723, 1.635], [-1.367, 2.048, 0.118], [-0.347, 0.932, -2.440], [-2.701, -0.288, 0.627], [2.531, -1.502, 0.323], [1.704, 0.147, 0.040]],
  "nbo_charge": [0.05, 0.06, 0.38, -0.64, -0.78, 0.23, 0.15, -0.03, 0.10, 0.25, 0.23]
}



18.
{
  "formula": "C2H6SSi",
  "method": "the ωB97M-V functional and the def2-TZVPD basis",
  "smiles": "C=C[SiH2]S",
  "charge": 0,
  "relative_energy_ev": 1.531,
  "energy_ha": -767.44029,
  "gap_ev": 10.3092,
  "species": ["S", "Si", "C", "C", "H", "H", "H", "H", "H", "H"],
  "xyz": [[2.341, 0.122, 0.463], [0.408, -0.774, 0.489], [-0.862, 0.497, -0.037], [-1.045, 0.981, -1.263], [-1.588, 0.664, 0.756], [-1.894, 1.422, -1.496], [-0.053, -1.027, 2.002], [-0.362, 0.957, -1.980], [2.883, -0.803, 1.301], [0.171, -2.040, -0.236]],
  "nbo_charge": [-0.42, 0.95, -0.63, -0.31, 0.22, 0.18, -0.17, 0.18, 0.16, -0.16]
}



19.
{
  "formula": "C2H6Se",
  "method": "the ωB97M-V functional and the def2-TZVPD basis",
  "charge": 0,
  "relative_energy_ev": 2.027,
  "energy_ha": -2481.11804,
  "gap_ev": 8.1271,
  "species": ["Se", "C", "C", "H", "H", "H", "H", "H", "H"],
  "xyz": [[0.618, -1.025, 1.685], [0.553, 0.380, 0.240], [-0.305, -0.101, -1.009], [1.667, 0.584, 0.020], [0.355, 0.208, -1.711], [-1.189, 0.378, -1.049], [-0.593, -1.153, -1.114], [-1.288, -0.622, 2.368], [0.182, 1.351, 0.570]],
  "nbo_charge": [0.05, -0.55, -0.62, 0.22, 0.21, 0.20, 0.22, 0.04, 0.22]
}



20.
{
  "formula": "C2H6Se",
  "method": "the ωB97M-V functional and the def2-TZVPD basis",
  "charge": 0,
  "relative_energy_ev": 4.156,
  "energy_ha": -2481.03980,
  "gap_ev": [9.1491, 7.4900],
  "species": ["Se", "C", "C", "H", "H", "H", "H", "H", "H"],
  "xyz": [[1.948, -0.071, 0.102], [0.150, 0.285, -0.102], [-0.845, -0.878, 0.002], [-0.485, -1.469, 0.817], [-1.762, -0.542, 0.201], [-0.595, 1.984, 1.269], [-1.034, -1.536, -0.908], [2.657, 1.245, -0.439], [-0.034, 0.982, -0.942]],
  "nbo_charge": [0.17, -0.41, -0.67, 0.21, 0.22, -0.05, 0.22, 0.10, 0.20]
}